Record 1
This record from the Open Molecules 2025 dataset describes a 13-piece molecular cluster, C36H94N26O17S overall at a distorted geometry. The level of theory is ωB97M-V with the def2-TZVPD basis set.

Element x y z (Å)
C1 0.72029 -3.77444 2.97492
C2 1.58015 -4.53029 2.02412
C3 1.36675 -4.54316 0.36514
C4 2.75250 -3.99059 -0.31159
N1 3.62751 -5.23981 -0.29657
N2 3.36109 -3.19837 0.86476
C5 3.28777 -1.71672 0.43876
O1 2.97262 -0.63279 1.15185
C6 3.69589 -1.84979 -1.14399
O2 3.86235 -0.64842 -1.97532
C7 4.96237 0.14578 -1.40696
C8 6.05892 0.67507 -2.52519
O3 7.40895 0.27688 -2.03350
C9 7.97982 1.30723 -1.15044
C10 7.64751 1.08461 0.45493
C11 2.71074 -3.07322 -1.66920
C12 1.26641 -2.28902 -1.94722
C13 0.14566 -3.21798 -2.69943
C14 -1.39674 -3.00555 -2.19134
C15 -1.77661 -1.48496 -1.71556
C16 -2.17651 -1.55786 -0.12643
C17 -2.99194 -0.24173 0.43572
C18 -4.58920 -0.49084 0.71050
C19 -5.39454 -1.24695 -0.50104
C20 -6.58665 -0.32464 -1.19807
C21 -6.44949 -0.26066 -2.84815
C22 -5.10006 0.54506 -3.35261
C23 -4.34547 -0.17794 -4.64397
C24 3.04694 -3.73255 -3.13105
S1 4.86612 -3.95394 -3.51224
O4 5.67965 -2.61166 -3.56144
O5 5.60609 -4.98567 -2.62828
H1 1.24774 -3.30226 3.93541
H2 -0.43841 -3.69376 2.81979
H3 2.47129 -5.15856 2.45021
H4 1.10412 -5.64651 0.07341
H5 0.41689 -3.88818 0.17256
H6 3.76193 -5.61657 0.66699
H7 3.28830 -5.96050 -0.97162
H8 4.42051 -3.28063 0.92417
H9 4.73926 -2.42482 -1.06590
H10 4.50829 1.07354 -0.84518
H11 5.57784 -0.46776 -0.60021
H12 5.91481 1.84196 -2.59544
H13 5.92516 0.15100 -3.57960
H14 9.16469 1.20234 -1.24630
H15 7.72656 2.40036 -1.50258
H16 7.35293 -0.04662 0.69564
H17 6.76319 1.79589 0.82077
H18 8.56115 1.32926 1.14602
H19 0.84047 -2.01750 -0.86558
H20 1.38963 -1.27681 -2.52095
H21 0.26294 -3.06781 -3.87240
H22 0.40406 -4.36679 -2.50380
H23 -2.09707 -3.26843 -3.12137
H24 -1.61002 -3.84254 -1.38606
H25 -0.99640 -0.66019 -1.99697
H26 -2.77918 -1.19433 -2.29468
H27 -1.24749 -1.86290 0.55849
H28 -2.93423 -2.47436 -0.01950
H29 -2.82766 0.62401 -0.35544
H30 -2.48742 0.03324 1.48017
H31 -5.07455 0.59205 0.84043
H32 -4.77764 -1.12411 1.70333
H33 -5.95733 -2.21941 -0.09755
H34 -4.71681 -1.62338 -1.38553
H35 -6.51000 0.80877 -0.83565
H36 -7.65126 -0.78248 -0.92991
H37 -7.37737 0.38819 -3.22372
H38 -6.54928 -1.33200 -3.34577
H39 -5.31432 1.66625 -3.66308
H40 -4.34707 0.60910 -2.43167
H41 -3.16174 -0.16571 -4.54182
H42 -4.62351 0.37394 -5.64929
H43 -4.74982 -1.29735 -4.68081
H44 2.44739 -4.74050 -3.21875
H45 2.62757 -2.96725 -3.94597
H46 4.93193 -4.46534 -4.84856
C25 10.30879 3.92118 0.52666
O6 9.27017 3.85925 -0.11220
N3 10.47416 4.75788 1.56684
N4 11.38097 3.15806 0.24740
H47 11.32170 4.82312 2.10492
H48 9.69099 5.35022 1.81041
H49 11.29845 2.51428 -0.52853
H50 12.24470 3.19473 0.76191
C26 3.29173 -0.94834 5.59184
O7 2.68487 -0.89444 6.64991
N5 3.89451 0.12199 5.04369
N6 3.41188 -2.08317 4.87937
H51 4.39880 0.09722 4.17352
H52 3.82808 0.99647 5.54809
H53 2.97252 -2.91253 5.25681
H54 3.90753 -2.14732 4.00627
C27 1.45031 -7.52461 3.93162
O8 2.16221 -7.05292 3.05904
N7 1.63215 -7.26391 5.23867
N8 0.42019 -8.34747 3.66397
H55 1.05644 -7.64282 5.97155
H56 2.39709 -6.64870 5.48348
H57 0.24870 -8.56949 2.69204
H58 -0.17715 -8.74573 4.36871
C28 -9.59004 2.14606 -2.70575
O9 -9.44571 1.06251 -3.24961
N9 -8.75434 3.17995 -2.91086
N10 -10.59794 2.40299 -1.85250
H59 -8.85685 4.07954 -2.47227
H60 -7.98186 3.02861 -3.54640
H61 -11.24994 1.65130 -1.67029
H62 -10.73337 3.28869 -1.39501
C29 -1.38989 3.41466 0.91001
O10 -2.42851 3.35272 0.27115
N11 -1.22452 4.25136 1.95019
N12 -0.31772 2.65154 0.63075
H63 -0.37698 4.31660 2.48827
H64 -2.00770 4.84370 2.19375
H65 -0.40024 2.00775 -0.14518
H66 0.54601 2.68821 1.14526
C30 2.03442 3.85322 5.19613
O11 1.28939 3.77035 4.23241
N13 1.70643 4.52684 6.31329
N14 3.25028 3.27821 5.22697
H67 2.30644 4.60620 7.11692
H68 0.79947 4.97476 6.33142
H69 3.53619 2.76136 4.40571
H70 3.87785 3.33527 6.01118
C31 1.09630 2.45508 9.70635
O12 0.96915 3.53468 10.26222
N15 2.28583 1.98971 9.28462
N16 0.05796 1.63417 9.46583
H71 2.41044 1.10345 8.82511
H72 3.09363 2.57698 9.44623
H73 -0.85564 1.94674 9.76745
H74 0.14278 0.74158 9.00956
C32 -12.40370 -1.00164 -1.75633
O13 -12.53085 0.07796 -1.20047
N17 -11.21417 -1.46701 -2.17807
N18 -13.44204 -1.82255 -1.99686
H75 -11.08956 -2.35326 -2.63757
H76 -10.40637 -0.87974 -2.01646
H77 -14.35564 -1.50997 -1.69524
H78 -13.35722 -2.71514 -2.45313
C33 7.50441 -8.09782 -3.87643
O14 6.46579 -8.15975 -4.51529
N19 7.66978 -7.26111 -2.83625
N20 8.57659 -8.86093 -4.15569
H79 8.51732 -7.19588 -2.29817
H80 6.88661 -6.66878 -2.59268
H81 8.49407 -9.50472 -4.93162
H82 9.44032 -8.82426 -3.64118
C34 -1.58718 3.22333 -3.82237
O15 -1.42554 2.77732 -4.94738
N21 -1.79923 2.43712 -2.75172
N22 -1.56770 4.54123 -3.55280
H83 -1.93441 2.78581 -1.81777
H84 -1.82135 1.43827 -2.91101
H85 -1.41094 5.16817 -4.33108
H86 -1.69875 4.92750 -2.63317
C35 -9.21910 6.83439 -1.35522
O16 -9.36918 5.62527 -1.43398
N23 -8.00823 7.41237 -1.25973
N24 -10.25148 7.69699 -1.35686
H87 -7.86460 8.40594 -1.19403
H88 -7.20403 6.79854 -1.25500
H89 -11.18058 7.30306 -1.42718
H90 -10.14792 8.69562 -1.29289
C36 0.00441 7.57337 -2.40202
O17 -1.03421 7.51144 -3.04087
N25 0.16978 8.41008 -1.36184
N26 1.07659 6.81025 -2.68127
H91 1.01732 8.47531 -0.82375
H92 -0.61339 9.00241 -1.11827
H93 0.99407 6.16647 -3.45721
H94 1.94032 6.84693 -2.16677

Atoms 1-3, force components in eV/Å:
C 2.340 -2.082 -2.124
C -2.093 1.891 1.734
C -1.904 -0.036 1.675

* Kohn-Sham gap: 8.07 eV
* HOMO energy: -8.0 eV
* total charge: 0

Atomic partial charges in e from the Löwdin method, atoms 1 to 4:
1. C -0.0367
2. C -0.1540
3. C -0.1006
4. C -0.3774

***

Record 2
This record from the Open Molecules 2025 dataset describes C28H32Cl2N4PdSe as an isolated structure at a distorted geometry. The level of theory is ωB97M-V with the def2-TZVPD basis set.

Element x y z (Å)
Pd1 0.59035 0.08653 -0.44381
C1 -1.14469 3.96327 -1.52728
C2 -0.90859 2.71580 -0.68869
C3 0.13237 2.93168 0.40354
C4 -2.13881 2.14623 -0.02089
C5 -3.03152 2.95508 0.66933
C6 -4.13158 2.39951 1.30427
C7 -4.31106 1.02633 1.30597
C8 -3.41164 0.17098 0.67526
C9 -3.55672 -1.32602 0.87578
C10 -4.85836 -1.86080 0.28087
C11 -3.44825 -1.67507 2.36245
C12 -2.34687 0.76237 -0.01813
N1 -1.38690 -0.03013 -0.70562
C13 -1.73641 -0.90771 -1.61502
C14 -0.72202 -1.65893 -2.22326
C15 -0.69829 -2.67792 -3.18003
C16 0.62621 -3.05563 -3.30203
C17 1.39849 -2.25719 -2.42522
N2 0.58079 -1.40562 -1.77462
C18 2.89935 -2.35855 -2.25980
C19 3.41368 -3.59488 -3.00123
C20 3.56932 -1.12125 -2.87165
C21 3.26384 -2.50439 -0.77727
H1 -0.22416 4.25279 -2.03426
H2 -1.47241 4.81125 -0.92304
H3 -1.90703 3.77943 -2.28322
H4 -0.50721 1.94633 -1.35327
H5 -0.26282 3.67025 1.10083
H6 1.07397 3.30090 0.00203
H7 -0.53446 1.29231 1.45668
H8 -2.87803 4.02675 0.68749
H9 -4.84195 3.03698 1.81329
H10 -5.14861 0.60038 1.84376
H11 -2.72783 -1.82933 0.37606
H12 -5.72588 -1.40382 0.76062
H13 -4.92884 -2.93949 0.42473
H14 -4.93216 -1.65602 -0.78821
H15 -4.28706 -1.26793 2.92897
H16 -2.52743 -1.27984 2.79295
H17 -3.44931 -2.75724 2.49681
H18 -2.77583 -1.00293 -1.91748
H19 -1.55002 -3.08819 -3.69691
H20 1.01510 -3.82962 -3.93940
H21 3.26145 -3.51103 -4.07806
H22 2.92472 -4.50717 -2.65596
H23 4.48476 -3.69958 -2.82420
H24 3.37127 -1.07452 -3.94461
H25 4.65047 -1.17530 -2.72583
H26 3.21757 -0.20034 -2.41475
H27 2.73174 -3.34480 -0.32563
H28 3.03269 -1.60870 -0.20829
H29 4.33612 -2.68597 -0.68223
Se1 5.05417 1.42834 0.93207
C22 3.52532 0.92722 0.17296
N3 2.54040 0.62566 -0.37650
Cl1 1.74896 4.31439 2.41113
C23 2.01246 2.63510 2.79056
C24 2.95364 2.42744 3.78904
C25 3.23560 1.16158 4.25233
C26 2.55673 0.08303 3.71961
C27 1.62831 0.30396 2.72563
Cl2 0.81036 -1.07985 2.07815
C28 1.33149 1.56908 2.18324
N4 0.35961 1.64620 1.11734
H30 3.45971 3.29038 4.19677
H31 3.97982 1.01503 5.02169
H32 2.74186 -0.92679 4.05417

Atoms 1-3, force components in eV/Å:
Pd 0.765 1.026 0.103
C -0.025 0.169 0.213
C 0.071 -0.297 -0.110

* Kohn-Sham gap: 7.45 eV
* HOMO energy: -7.5 eV
* total charge: 0
* energy relative to the best compared isomer or geometry (same formula, charge and spin): 0.00 kcal per mole

Atomic partial charges in e from the Löwdin method, atoms 1 to 4:
1. Pd 0.9198
2. C -0.0402
3. C -0.3312
4. C -0.2060

***

Record 3
This record from the Open Molecules 2025 dataset describes C19H20Cl5IMnN6O4 as an isolated structure at a distorted geometry. The level of theory is ωB97M-V with the def2-TZVPD basis set.

Element x y z (Å)
Mn1 -0.22053 0.58047 0.05064
Cl1 5.37001 -0.45993 4.08952
C1 4.14512 -0.55774 2.94614
C2 3.03983 0.33036 3.04250
Cl2 2.94354 1.47901 4.29118
C3 2.05674 0.22923 2.10007
Cl3 0.66722 1.25707 2.10913
C4 2.09283 -0.71163 1.03239
O1 1.15836 -0.76640 0.17479
C5 3.22010 -1.59619 0.96037
Cl4 3.25496 -2.71555 -0.30747
C6 4.22264 -1.51486 1.90430
Cl5 5.56072 -2.56026 1.82246
C7 -4.69713 -1.21138 -0.69419
N1 -3.71810 -0.70169 0.26492
C8 -4.03482 0.59308 0.84875
C9 -2.52759 -1.28192 0.45304
O2 -1.49372 -0.56933 0.77727
N2 -2.39481 -2.60209 0.39363
C10 -3.49740 -3.53254 0.61905
C11 -1.09191 -3.22508 0.20680
H1 -5.00356 -0.38106 -1.33151
H2 -5.58111 -1.61085 -0.19704
H3 -4.24262 -1.96743 -1.32515
H4 -5.03632 0.54603 1.27599
H5 -4.01918 1.38102 0.09256
H6 -3.32985 0.82963 1.63940
H7 -4.32655 -3.02529 1.10183
H8 -3.13949 -4.31718 1.28454
H9 -3.83471 -3.99165 -0.31024
H10 -0.35811 -2.49045 -0.10191
H11 -1.17894 -3.98698 -0.56751
H12 -0.76312 -3.69886 1.13345
C12 -1.16400 -1.46276 -5.06568
N3 -0.54028 -0.60675 -4.04617
C13 0.54972 0.14116 -4.34677
C14 1.19571 0.93028 -3.44584
C15 0.64670 0.90912 -2.15039
O3 1.05587 1.52377 -1.08993
N4 -0.44315 0.18011 -1.86482
C16 -1.07966 -0.64553 -2.75516
O4 -2.04157 -1.32631 -2.47064
H13 -0.96123 -1.04213 -6.04626
H14 -2.23410 -1.49220 -4.89029
H15 -0.76512 -2.47358 -5.00385
H16 0.88173 0.07109 -5.37430
H17 2.06270 1.51712 -3.70006
I1 -3.07857 5.87180 1.16167
C17 -2.41226 4.15935 0.24729
C18 -2.58176 3.78258 -1.07166
N5 -1.98484 2.59337 -1.22599
N6 -1.44078 2.16006 -0.07727
C19 -1.69201 3.11404 0.82329
H18 -3.08371 4.27389 -1.88874
H19 -1.95736 2.00357 -2.04174
H20 -1.37811 3.01551 1.84964

Atoms 1-3, force components in eV/Å:
Mn 0.697 -1.258 -0.315
Cl 0.073 -0.004 0.056
C -0.320 0.143 -0.103

* Kohn-Sham gap (spin up / spin down): 4.38 / 4.51 eV
* 2S+1: 2
* HOMO energy (spin up / spin down): -13.9 / -13.9 eV
* total charge: +2
* <S²>: 0.795

Atomic partial charges in e from the Löwdin method, atoms 1 to 4:
1. Mn 0.6833
2. Cl 0.8435
3. C -0.6547
4. C -0.6900

***

Record 4
This record from the Open Molecules 2025 dataset describes the molecule C3H4S2 at a distorted geometry. The level of theory is ωB97M-V with the def2-TZVPD basis set.

Element x y z (Å)
C1 -0.81246 0.03218 0.72543
S1 -0.40741 1.66923 0.01838
C2 0.84113 0.69637 -0.78086
S2 1.86483 -0.42979 0.19513
C3 0.11940 -0.71366 -0.20503
H1 -1.94776 -0.22523 0.67038
H2 -0.37183 -0.26325 1.74534
H3 0.88895 0.93680 -1.84041
H4 -0.17486 -1.70266 -0.52837

Atoms 1-3, force components in eV/Å:
C -0.942 -1.091 1.662
S -0.184 0.237 1.439
C -1.744 -3.200 -0.506

* Kohn-Sham gap: 9.25 eV
* HOMO energy: -8.7 eV
* total charge: 0
* SMILES string: C1S[C@H]2S[C@@H]12
* energy relative to the best compared isomer or geometry (same formula, charge and spin): 42.21 kcal per mole

Atomic partial charges in e from the Löwdin method, atoms 1 to 4:
1. C -0.5191
2. S 0.7978
3. C -0.8147
4. S 0.8081

***

Record 5
This record from the Open Molecules 2025 dataset describes a 2-piece molecular cluster, C6H10O overall at a distorted geometry. The level of theory is ωB97M-V with the def2-TZVPD basis set.

Element x y z (Å)
C1 -0.43949 2.14200 -0.45346
C2 0.32850 1.05564 -0.14500
C3 0.02775 0.14280 0.94780
C4 0.49253 0.50464 2.13739
C5 -0.62447 -1.13495 0.66538
C6 -0.00007 -2.27199 1.09814
H1 -0.16079 2.89246 -1.18310
H2 -1.39900 2.28204 -0.04288
H3 1.17291 0.81247 -0.69844
H4 0.49028 -0.13370 3.00708
H5 0.90715 1.46308 2.49846
H6 -1.49122 -1.16109 -0.00816
H7 -0.29957 -3.21967 0.96885
H8 0.86135 -2.28119 1.82693
O1 0.27354 -0.44202 -3.30041
H9 0.49201 -0.08119 -4.16012
H10 -0.63142 -0.56933 -3.15846

Atoms 1-3, force components in eV/Å:
C 1.955 -1.685 -0.290
C -3.068 2.774 -0.621
C 0.068 0.777 0.764

* Kohn-Sham gap: 9.73 eV
* HOMO energy: -8.9 eV
* total charge: 0
* SMILES string: C=CC(=C)C=C.O
* energy relative to the best compared isomer or geometry (same formula, charge and spin): 59.50 kcal per mole

Atomic partial charges in e from the Löwdin method, atoms 1 to 4:
1. C 0.0386
2. C -0.1447
3. C -0.3795
4. C 0.0520

***

Number 1: electronic energy -123238.8123 eV. Number 2: electronic energy -129387.9366 eV. Number 3: electronic energy -139176.1833 eV. Number 4: electronic energy -24843.8109 eV. Number 5: electronic energy -8428.6600 eV.